{
  "formula": "C4H8ClNS",
  "method": "ωB97M-V/def2-TZVPD",
  "species": ["C", "S", "C", "C", "Cl", "C", "N", "H", "H", "H", "H", "H", "H", "H", "H"],
  "coordinates": [[0.60, 2.16, -0.24], [0.23, 0.76, -1.55], [0.43, -0.70, -0.51], [1.64, -1.42, -0.66], [1.90, -2.99, -0.19], [-0.72, -0.97, 0.49], [-1.54, 0.11, 0.90], [1.76, 2.42, -0.26], [0.05, 1.85, 0.68], [-0.22, 2.83, -0.80], [2.33, -0.96, -1.32], [-1.69, -1.76, 0.28], [-0.34, -1.60, 1.50], [-2.05, 0.42, 0.09], [-2.37, -0.16, 1.59]],
  "smiles": "CS/C(=C/Cl)CN",
  "multiplicity": 1,
  "lumo_energy_ev": 0.493
}